--- P ---
Density functional theory data (wB97M-V/def2-TZVPD) for a cluster of 13 separate species, C4H33NO12 in total.

Element x y z (Å)
C1 -2.986 -1.242 1.390
N1 -1.849 -0.751 0.475
C2 -1.008 0.153 1.342
C3 0.215 2.232 1.049
C4 -0.384 1.200 0.469
H1 -2.612 -1.984 2.145
H2 -3.668 -1.714 0.663
H3 -3.564 -0.505 1.923
H4 -2.269 -0.215 -0.282
H5 -1.633 0.546 2.181
H6 -0.234 -0.479 1.803
H7 0.642 3.071 0.456
H8 0.430 2.296 2.123
H9 -0.667 1.160 -0.604
H10 -3.640 2.427 -0.577
H11 -2.608 2.080 -1.740
O1 -3.422 1.824 -1.300
H12 1.001 -3.258 -2.554
H13 0.061 -3.346 -1.288
O2 0.934 -3.084 -1.619
H14 0.138 -2.108 1.842
H15 1.520 -2.585 1.705
O3 0.761 -2.655 2.352
H16 -1.682 4.033 -1.623
H17 -1.857 3.960 -0.136
O4 -1.821 4.607 -0.841
H18 2.075 -0.624 4.347
H19 1.213 -1.481 3.274
O5 1.402 -0.562 3.667
H20 -1.483 -2.807 0.008
H21 -0.680 -3.983 0.614
O6 -1.234 -3.731 -0.140
H22 0.382 -1.070 -3.157
H23 0.758 -0.460 -1.812
O7 0.645 -0.224 -2.752
H24 3.825 0.393 -0.678
H25 2.711 0.761 0.336
O8 2.910 0.156 -0.420
H26 2.089 -2.876 -0.318
H27 2.454 -1.389 0.091
O9 2.525 -2.331 0.347
H28 3.420 0.751 1.958
H29 2.079 0.894 2.761
O10 2.649 1.345 2.091
H30 -0.854 2.259 -3.705
H31 -0.250 1.114 -2.737
O11 -0.845 1.933 -2.786
H32 1.919 1.482 -3.182
H33 0.818 2.555 -3.421
O12 1.675 2.230 -3.739

Summary:
HOMO, eV: -9.76
Frontier orbital gap, hartree: 0.359
Spin multiplicity: 1
Total charge: 0
E_LUMO, eV: 0.016



--- Q ---
Density functional theory data (wB97M-V/def2-TZVPD) for a cluster of 12 separate species, C4H33NO12 in total.

Element x y z (Å)
C1 0.321 0.426 0.449
C2 0.501 1.818 1.026
C3 0.308 2.967 0.063
N1 1.738 1.899 1.860
C4 2.980 2.015 1.134
O1 3.031 1.050 0.081
H1 -0.717 0.261 0.148
H2 0.874 0.200 -0.466
H3 0.595 -0.343 1.160
H4 -0.260 1.966 1.781
H5 -0.023 3.899 0.518
H6 1.204 3.235 -0.504
H7 -0.429 2.690 -0.684
H8 1.781 1.031 2.374
H9 2.948 2.982 0.645
H10 3.806 1.879 1.830
H11 3.331 0.214 0.452
O2 -1.071 0.725 3.973
H12 -1.063 -0.058 4.533
H13 -0.151 0.975 3.838
O3 -2.348 -0.578 1.865
H14 -3.277 -0.830 1.869
H15 -2.259 0.128 2.533
O4 -0.599 -2.711 -1.226
H16 -0.663 -3.556 -1.673
H17 -0.312 -2.060 -1.874
O5 -0.309 1.034 -2.997
H18 -0.918 1.125 -2.258
H19 -0.684 0.326 -3.526
O6 -2.881 -0.569 -3.298
H20 -3.071 -1.145 -2.534
H21 -2.764 -1.202 -4.016
O7 1.828 -2.063 -2.307
H22 2.007 -1.086 -2.455
H23 2.316 -2.570 -2.960
O8 2.333 0.417 -2.668
H24 1.497 0.847 -2.396
H25 2.994 0.625 -1.995
O9 -4.009 1.155 -0.084
H26 -4.406 0.347 -0.429
H27 -3.096 1.116 -0.386
O10 -0.120 -2.502 1.635
H28 -0.115 -2.404 0.674
H29 -0.670 -1.762 1.943
O11 -2.659 -1.342 -0.690
H30 -2.787 -1.069 0.232
H31 -1.893 -1.937 -0.633
O12 2.581 -2.404 2.124
H32 2.947 -2.904 1.390
H33 1.632 -2.261 1.926

Summary:
HOMO, eV: -9.42
Frontier orbital gap, hartree: 0.351
Spin multiplicity: 1
SMILES: CC(C)NCO.O.O.O.O.O.O.O.O.O.O.O
Total charge: 0
E_LUMO, eV: 0.131



Result of the stability comparison: Q is the most stable of them.



--- P ---
Density functional theory data (wB97M-V/def2-TZVPD) for a structure of composition C36H46LaN11O3S.

Element x y z (Å)
La1 11.117 10.518 12.571
O1 8.342 14.125 11.241
C1 8.443 14.128 9.891
C2 7.950 15.185 9.164
C3 8.151 15.279 7.798
C4 8.888 14.303 7.162
C5 9.271 13.142 7.834
C6 9.053 13.072 9.222
C7 9.766 11.943 9.939
O2 9.918 12.150 11.242
N1 10.105 10.834 9.279
N2 10.882 10.032 10.020
C8 11.493 9.000 9.474
C9 12.233 8.072 10.302
C10 12.991 7.024 9.718
C11 13.614 6.099 10.526
C12 13.480 6.243 11.952
C13 12.704 7.239 12.444
N3 12.139 8.192 11.666
H1 8.981 13.393 11.451
H2 7.490 16.027 9.666
H3 7.878 16.199 7.269
H4 9.156 14.410 6.154
H5 9.735 12.308 7.336
H6 11.570 8.863 8.370
H7 13.204 7.075 8.613
H8 14.081 5.234 10.068
H9 13.990 5.585 12.636
H10 12.465 7.357 13.492
C14 8.315 9.668 17.269
N4 9.422 9.565 16.245
C15 10.718 9.342 16.501
N5 11.127 9.198 17.764
S1 11.825 9.183 15.197
H11 7.442 9.811 16.665
H12 8.553 10.530 17.908
H13 8.241 8.767 17.854
H14 9.254 9.739 15.254
H15 10.450 9.287 18.519
H16 12.139 9.165 17.995
C16 11.516 14.110 13.165
C17 11.602 15.452 13.949
N6 11.741 15.187 15.389
C18 12.978 14.394 15.593
C19 12.816 13.020 14.927
N7 11.580 12.985 14.141
C20 10.404 13.185 15.062
C21 10.569 14.448 15.912
H17 12.368 14.017 12.522
H18 10.650 13.991 12.543
H19 10.716 16.078 13.767
H20 12.463 15.968 13.569
H21 13.242 14.339 16.626
H22 13.885 14.915 15.153
H23 12.910 12.184 15.685
H24 13.670 12.827 14.245
H25 10.272 12.287 15.667
H26 9.553 13.237 14.440
H27 10.647 14.197 17.002
H28 9.712 15.097 15.847
C22 7.210 6.772 11.045
N8 7.499 8.061 11.732
C23 6.662 9.197 11.819
C24 7.438 10.158 12.452
N9 8.691 9.668 12.690
C25 8.721 8.453 12.174
H29 6.164 6.517 11.296
H30 7.888 5.979 11.427
H31 7.230 6.902 9.975
H32 5.604 9.226 11.540
H33 7.066 11.148 12.802
H34 9.581 7.782 12.093
C26 17.070 9.631 10.104
N10 16.221 10.169 11.160
N11 15.092 10.943 10.815
C27 14.293 11.036 11.889
O3 13.105 11.538 11.906
C28 14.961 10.317 12.991
C29 16.142 9.758 12.470
C30 17.170 8.969 13.198
C31 14.940 11.611 9.490
C32 14.706 12.988 9.415
C33 14.474 13.549 8.150
C34 14.535 12.812 6.969
C35 14.565 11.429 7.121
C36 14.740 10.807 8.349
H35 18.069 10.136 10.179
H36 16.690 9.888 9.105
H37 17.211 8.529 10.239
H38 14.619 10.145 13.984
H39 17.044 9.217 14.307
H40 18.221 9.334 12.877
H41 17.102 7.913 13.087
H42 14.760 13.567 10.301
H43 14.299 14.619 8.126
H44 14.505 13.357 6.025
H45 14.359 10.757 6.312
H46 14.737 9.762 8.515

Summary:
HOMO, eV: -12.12
Frontier orbital gap, hartree: 0.238
Spin multiplicity: 1
Total charge: +2
E_LUMO, eV: -5.639



--- Q ---
Density functional theory data (wB97M-V/def2-TZVPD) for a structure of composition C36H46LaN11O3S.

Element x y z (Å)
La1 0.420 -0.504 0.441
O1 4.707 1.384 0.132
C1 4.549 2.402 1.032
C2 5.586 3.333 1.195
C3 5.428 4.383 2.104
C4 4.245 4.512 2.844
C5 3.223 3.591 2.698
C6 3.373 2.507 1.791
C7 2.326 1.517 1.732
O2 2.465 0.536 0.848
N1 1.319 1.688 2.552
N2 0.396 0.740 2.463
C8 -0.515 0.605 3.462
C9 -1.422 -0.436 3.439
C10 -2.311 -0.658 4.544
C11 -3.159 -1.755 4.500
C12 -3.167 -2.581 3.347
C13 -2.282 -2.303 2.318
N3 -1.410 -1.277 2.370
H1 3.865 0.853 0.306
H2 6.501 3.226 0.606
H3 6.215 5.122 2.231
H4 4.115 5.357 3.526
H5 2.319 3.675 3.290
H6 -0.476 1.311 4.286
H7 -2.258 0.015 5.399
H8 -3.826 -1.952 5.334
H9 -3.848 -3.424 3.227
H10 -2.274 -2.917 1.420
C14 4.984 -1.139 -2.796
N4 3.645 -1.245 -2.232
C15 2.597 -1.824 -2.842
N5 2.758 -2.352 -4.083
S1 1.066 -1.901 -2.101
H11 5.630 -0.618 -2.087
H12 4.985 -0.569 -3.729
H13 5.431 -2.127 -2.981
H14 3.458 -0.882 -1.301
H15 3.643 -2.362 -4.579
H16 1.933 -2.776 -4.512
C16 -0.408 1.427 -2.374
C17 -0.459 2.651 -3.301
N6 0.498 3.735 -2.878
C18 1.871 3.113 -2.891
C19 1.945 1.846 -2.021
N7 0.644 1.562 -1.300
C20 0.302 2.818 -0.513
C21 0.170 4.051 -1.444
H17 -0.154 0.507 -2.914
H18 -1.364 1.228 -1.877
H19 -1.451 3.116 -3.339
H20 -0.213 2.412 -4.341
H21 2.582 3.879 -2.557
H22 2.123 2.902 -3.936
H23 2.746 1.919 -1.282
H24 2.158 0.972 -2.641
H25 1.076 2.985 0.248
H26 -0.635 2.649 0.032
H27 0.843 4.862 -1.131
H28 -0.841 4.469 -1.414
C22 3.995 -5.137 1.806
N8 3.010 -4.045 2.004
C23 2.687 -3.428 3.260
C24 1.819 -2.442 2.956
N9 1.574 -2.427 1.553
C25 2.312 -3.379 1.032
H29 4.068 -5.710 2.726
H30 4.984 -4.735 1.552
H31 3.645 -5.783 1.004
H32 3.127 -3.718 4.210
H33 1.303 -1.739 3.608
H34 2.347 -3.629 -0.019
C26 -6.016 -0.391 -2.388
N10 -4.616 -0.817 -2.208
N11 -3.914 -0.549 -0.982
C27 -2.606 -0.778 -1.235
O3 -1.713 -0.556 -0.354
C28 -2.449 -1.223 -2.583
C29 -3.721 -1.174 -3.159
C30 -4.117 -1.391 -4.565
C31 -4.564 -0.474 0.250
C32 -5.613 -1.379 0.564
C33 -6.230 -1.303 1.794
C34 -5.822 -0.339 2.747
C35 -4.774 0.538 2.428
C36 -4.130 0.481 1.203
H35 -6.368 0.153 -1.513
H36 -6.618 -1.295 -2.539
H37 -6.095 0.242 -3.282
H38 -1.516 -1.512 -3.072
H39 -3.301 -1.876 -5.106
H40 -4.350 -0.440 -5.072
H41 -5.013 -2.015 -4.629
H42 -5.886 -2.144 -0.159
H43 -7.046 -1.988 2.029
H44 -6.324 -0.257 3.703
H45 -4.436 1.260 3.169
H46 -3.302 1.142 0.946

Summary:
HOMO, eV: -12.26
Frontier orbital gap, hartree: 0.240
Spin multiplicity: 1
Total charge: +2
E_LUMO, eV: -5.741



Result of the stability comparison: Q is the most stable of them.



--- P ---
Density functional theory data (wB97M-V/def2-TZVPD) for an isolated molecule of C3H6ClN.

Element x y z (Å)
N1 -0.319 1.655 -0.175
C1 -0.598 0.094 -0.081
Cl1 -2.404 -0.143 0.133
C2 0.421 -0.695 0.726
C3 0.329 -0.725 -0.813
H1 -0.356 1.990 0.796
H2 0.600 1.556 -0.440
H3 -0.062 -1.612 1.105
H4 1.233 -0.393 1.384
H5 1.059 -0.072 -1.289
H6 0.095 -1.656 -1.346

Summary:
HOMO, eV: -9.78
Frontier orbital gap, hartree: 0.394
Spin multiplicity: 1
SMILES: NC1(Cl)CC1
Total charge: 0
E_LUMO, eV: 0.955



--- Q ---
Density functional theory data (wB97M-V/def2-TZVPD) for a structure of composition C3H6ClN.

Element x y z (Å)
C1 -0.375 1.242 -0.014
C2 -0.057 -0.176 0.310
C3 1.173 -0.899 -0.187
N1 -1.023 0.167 -0.673
Cl1 -3.084 -0.236 0.162
H1 -0.890 1.828 0.733
H2 0.245 1.824 -0.689
H3 -0.413 -0.510 1.278
H4 2.064 -0.476 0.272
H5 1.248 -0.811 -1.267
H6 1.111 -1.954 0.075

Summary:
HOMO, eV: -10.31
Frontier orbital gap, hartree: 0.317
Spin multiplicity: 1
Total charge: 0
E_LUMO, eV: -1.681



Result of the stability comparison: P is the most stable of them.